Entry 1:
{
  "formula": "C36H46BBrF6IN9PRbS2Si",
  "method": "ωB97M-V/def2-TZVPD",
  "lumo_ev": [1.77, -0.89],
  "de_lowest_kcal_mol": 13.1,
  "spin_multiplicity": 2,
  "charge": -1,
  "homo_energy_ev": [-5.48, -5.48],
  "max_force_ha_per_bohr": 0.0551,
  "species": ["Rb", "C", "N", "C", "C", "N", "B", "N", "C", "C", "N", "C", "C", "S", "C", "S", "H", "H", "H", "H", "H", "H", "H", "H", "H", "H", "H", "H", "C", "C", "C", "C", "N", "C", "C", "C", "C", "C", "C", "N", "H", "H", "H", "H", "H", "H", "H", "H", "F", "P", "F", "F", "F", "F", "F", "C", "C", "N", "C", "N", "C", "C", "C", "N", "C", "H", "H", "H", "H", "H", "H", "H", "H", "H", "H", "H", "H", "H", "Br", "C", "C", "C", "C", "C", "C", "I", "H", "H", "H", "H", "C", "Si", "C", "C", "C", "C", "H", "H", "H", "H", "H", "H", "H", "H", "H"],
  "positions_angstrom": [[12.833, 12.621, 10.098], [17.341, 14.664, 9.840], [18.166, 13.648, 10.512], [19.104, 13.873, 11.513], [19.351, 12.671, 12.084], [18.669, 11.707, 11.406], [19.026, 10.192, 11.531], [17.764, 9.352, 11.256], [17.566, 8.596, 10.185], [16.310, 8.053, 10.243], [15.744, 8.524, 11.392], [14.356, 8.308, 11.730], [16.617, 9.438, 11.988], [16.287, 10.321, 13.323], [17.882, 12.321, 10.430], [16.759, 11.565, 9.326], [16.482, 14.857, 10.475], [17.004, 14.335, 8.856], [17.852, 15.602, 9.728], [19.411, 14.854, 11.800], [19.985, 12.373, 12.943], [19.888, 9.953, 10.691], [19.464, 10.014, 12.633], [18.364, 8.510, 9.469], [15.795, 7.359, 9.522], [14.018, 7.461, 11.168], [13.748, 9.171, 11.479], [14.259, 8.190, 12.824], [10.205, 14.697, 13.539], [10.859, 15.396, 14.538], [12.234, 15.458, 14.545], [12.927, 14.836, 13.511], [12.336, 14.216, 12.504], [10.989, 14.135, 12.553], [14.443, 14.907, 13.623], [15.073, 16.026, 14.143], [16.437, 15.969, 14.434], [17.085, 14.810, 14.116], [16.371, 13.689, 13.559], [15.078, 13.758, 13.323], [9.115, 14.614, 13.519], [10.338, 15.712, 15.420], [12.730, 15.919, 15.387], [10.565, 13.609, 11.678], [14.516, 16.947, 14.288], [16.938, 16.840, 14.724], [18.126, 14.603, 14.253], [16.917, 12.812, 13.280], [12.046, 9.878, 9.066], [11.498, 8.357, 8.842], [9.994, 8.885, 9.042], [11.357, 8.502, 7.234], [11.678, 8.125, 10.489], [13.066, 7.897, 8.646], [10.929, 6.870, 8.765], [12.388, 11.645, 16.758], [13.603, 11.585, 15.814], [13.017, 11.783, 14.478], [11.909, 11.083, 14.022], [11.812, 10.944, 12.755], [10.660, 10.218, 12.233], [9.437, 10.377, 13.082], [9.789, 9.966, 14.500], [10.981, 10.660, 14.958], [11.343, 10.616, 16.382], [12.018, 12.665, 16.738], [12.753, 11.365, 17.726], [14.063, 10.599, 15.849], [14.431, 12.274, 16.065], [13.631, 12.020, 13.742], [10.867, 9.187, 12.198], [10.481, 10.492, 11.245], [8.663, 9.691, 12.713], [9.109, 11.430, 13.038], [9.959, 8.873, 14.466], [8.953, 10.071, 15.207], [11.750, 9.587, 16.612], [10.375, 10.754, 16.930], [13.814, 18.770, 7.080], [15.038, 18.574, 8.643], [16.211, 19.319, 8.640], [17.029, 19.166, 9.758], [16.660, 18.276, 10.757], [15.454, 17.565, 10.750], [14.586, 17.701, 9.655], [12.842, 16.460, 9.510], [16.438, 19.946, 7.767], [17.933, 19.771, 9.857], [17.251, 18.103, 11.654], [15.096, 16.945, 11.550], [8.080, 11.815, 10.188], [8.269, 13.012, 8.767], [8.517, 12.068, 7.108], [6.714, 14.098, 8.833], [9.756, 14.055, 8.947], [10.743, 14.742, 9.047], [6.973, 11.605, 10.353], [8.307, 12.335, 11.143], [8.651, 10.865, 10.102], [7.576, 11.638, 6.738], [9.178, 11.260, 7.265], [8.965, 12.745, 6.386], [5.731, 13.519, 8.632], [6.689, 14.925, 8.114], [6.462, 14.512, 9.833]],
  "forces_ev_per_angstrom": [[0.01, -0.26, -0.09], [-0.07, -0.36, 0.33], [-0.34, 0.10, -0.51], [-0.57, -0.27, 0.22], [0.98, -0.08, 0.57], [-1.33, 0.22, -1.25], [0.81, 0.68, -0.34], [0.27, 0.58, 0.35], [1.06, 0.12, 0.04], [-1.53, -0.86, 0.06], [0.31, 0.25, -1.44], [-0.18, 0.50, 1.14], [-0.40, -1.47, -0.40], [-0.08, 0.00, 0.31], [0.38, -1.01, 0.42], [0.70, 0.81, 0.75], [-0.32, -0.01, -0.07], [0.14, -0.25, 0.28], [0.60, 0.29, 0.06], [0.08, 0.32, -0.03], [-0.44, 0.45, -0.88], [-0.42, -0.25, 0.10], [-0.11, -0.12, 0.22], [-0.18, -0.18, -0.16], [0.50, 1.03, 1.10], [-0.35, -0.40, -0.08], [0.00, 0.12, -0.23], [0.09, -0.24, -0.55], [-0.25, 0.13, -0.14], [-0.06, -0.69, 0.50], [-0.38, -0.10, -0.06], [1.16, 1.03, 0.36], [-0.60, -0.07, 0.59], [0.54, -0.41, -1.38], [-1.03, -0.79, -0.13], [-0.04, 0.09, 0.00], [-1.07, -0.82, -1.22], [-0.34, -2.32, -0.56], [0.47, 2.58, 0.64], [-0.06, -0.04, -0.09], [0.44, -0.07, -0.04], [-0.40, 0.52, 0.09], [0.20, -0.01, -0.10], [-0.10, 0.39, 0.67], [0.02, -0.18, 0.03], [0.76, 1.03, 0.72], [0.56, 0.45, 0.22], [0.08, -0.40, -0.08], [-0.09, 0.20, -0.39], [0.34, -0.26, 0.56], [-0.10, 0.39, 0.21], [0.24, 0.43, 0.58], [-0.05, 0.09, -0.85], [-0.53, -0.26, 0.12], [0.42, -0.65, -0.22], [1.04, -0.13, -0.27], [-1.29, -0.51, -0.84], [-0.12, 0.21, 1.39], [0.26, 0.07, 0.04], [-0.02, -0.10, -0.53], [0.37, 0.48, 1.68], [-0.55, 0.48, 0.32], [0.14, -0.84, 0.00], [0.38, 0.60, 0.45], [-0.78, -0.90, -0.71], [-0.25, 0.07, 0.14], [-0.04, 0.19, 0.91], [0.10, -0.42, 0.25], [-0.79, 0.18, -0.37], [0.69, 0.21, -0.83], [0.52, -1.39, -0.13], [-0.28, 0.64, -1.70], [-0.09, 0.44, 0.03], [-0.18, -0.43, 0.15], [0.15, 0.12, 0.11], [0.27, 0.48, -0.05], [-0.42, 0.79, 0.05], [0.94, -0.11, -0.12], [1.01, 0.14, 0.76], [-1.55, -0.42, -0.80], [-0.50, -0.40, -0.02], [0.24, 0.17, -0.09], [-0.45, -0.51, 1.13], [-0.27, 0.88, -1.48], [0.93, 0.52, -0.24], [-0.10, -0.11, -0.24], [0.00, -0.22, 0.68], [-0.16, -0.34, -0.07], [0.34, 0.38, -0.24], [0.41, -0.25, 0.43], [-1.18, -0.31, 1.00], [0.32, 0.07, -0.73], [-1.43, 1.10, 0.68], [-2.16, -0.58, -0.06], [-2.20, -1.60, -0.02], [2.32, 1.53, 0.55], [1.16, -0.16, -0.53], [0.35, -0.27, -0.50], [-0.43, 0.66, 0.09], [0.16, 0.20, -0.11], [0.93, -0.96, 0.28], [-0.12, 0.04, -0.17], [1.58, 0.45, -0.01], [0.25, -0.08, 0.15], [0.71, -0.06, -0.37]],
  "lowdin_spin": [0.00, 0.00, 0.00, 0.00, 0.00, 0.00, 0.00, 0.06, 0.14, 0.17, 0.09, 0.00, 0.03, 0.45, 0.00, 0.00, 0.00, 0.00, 0.00, 0.00, 0.00, 0.00, 0.00, 0.01, 0.01, 0.00, 0.00, 0.00, 0.00, 0.00, 0.00, 0.00, 0.00, 0.00, 0.00, 0.00, 0.00, 0.00, 0.01, 0.00, 0.00, 0.00, 0.00, 0.00, 0.00, 0.00, 0.00, 0.01, 0.00, 0.00, 0.00, 0.00, 0.00, 0.00, 0.00, 0.00, 0.00, 0.00, 0.00, 0.00, 0.00, 0.00, 0.00, 0.00, 0.00, 0.00, 0.00, 0.00, 0.00, 0.00, 0.00, 0.00, 0.00, 0.00, 0.00, 0.00, 0.00, 0.00, 0.00, 0.00, 0.00, 0.00, 0.00, 0.00, 0.00, 0.00, 0.00, 0.00, 0.00, 0.00, 0.00, 0.00, 0.00, 0.00, 0.00, 0.00, 0.00, 0.00, 0.00, 0.00, 0.00, 0.00, 0.00, 0.00, 0.00]
}

***

Entry 2:
{
  "formula": "C36H46BN9SbTi",
  "method": "ωB97M-V/def2-TZVPD",
  "lumo_ev": -10.72,
  "de_lowest_kcal_mol": 74.5,
  "charge": 3,
  "homo_energy_ev": -16.43,
  "max_force_ha_per_bohr": 0.0097,
  "species": ["Ti", "C", "C", "C", "C", "C", "C", "N", "Sb", "C", "C", "C", "C", "C", "C", "N", "C", "C", "C", "C", "C", "C", "N", "H", "H", "H", "H", "H", "H", "H", "H", "H", "H", "H", "H", "H", "H", "H", "H", "H", "H", "C", "C", "C", "C", "C", "C", "N", "N", "B", "N", "C", "C", "C", "N", "C", "C", "C", "N", "C", "C", "C", "N", "C", "C", "C", "H", "H", "H", "H", "H", "H", "H", "H", "H", "H", "H", "H", "H", "H", "H", "H", "H", "H", "H", "H", "H", "H", "H", "H", "H", "H", "H", "H"],
  "positions_angstrom": [[0.124, 0.114, 0.503], [-1.863, 0.904, 3.820], [-0.475, 0.350, 3.779], [-0.048, -0.282, 4.956], [1.247, -0.710, 5.111], [2.157, -0.373, 4.109], [1.693, 0.244, 2.975], [0.378, 0.521, 2.740], [3.184, 1.354, 1.905], [1.833, 2.633, 0.855], [2.262, 3.918, 0.598], [1.786, 4.591, -0.524], [0.927, 3.928, -1.367], [0.481, 2.652, -1.043], [-0.409, 1.877, -1.952], [0.904, 2.034, 0.075], [3.207, 0.251, 0.056], [4.491, 0.126, -0.430], [4.716, -0.490, -1.661], [3.619, -0.992, -2.313], [2.332, -0.879, -1.767], [1.220, -1.513, -2.527], [2.119, -0.230, -0.609], [-2.121, 1.510, 2.967], [-2.598, 0.109, 3.952], [-1.926, 1.537, 4.708], [-0.768, -0.402, 5.756], [1.565, -1.223, 6.010], [3.218, -0.539, 4.250], [3.006, 4.378, 1.236], [2.126, 5.593, -0.751], [0.590, 4.379, -2.291], [-0.337, 2.270, -2.963], [-1.456, 1.911, -1.657], [-0.109, 0.822, -1.991], [5.323, 0.521, 0.140], [5.712, -0.572, -2.076], [3.718, -1.508, -3.259], [1.628, -2.311, -3.140], [0.764, -0.793, -3.210], [0.450, -1.919, -1.880], [-2.503, 4.123, -0.639], [-2.426, 3.451, 0.737], [-1.308, 4.000, 1.622], [-2.620, 1.937, 0.755], [-3.898, 1.462, 0.996], [-3.780, 0.111, 1.256], [-2.506, -0.234, 1.162], [-1.750, 0.861, 0.781], [-2.071, -1.724, 1.148], [-2.054, -2.149, -0.287], [-2.935, -3.004, -0.841], [-3.011, -2.717, -2.167], [-2.142, -1.626, -2.385], [-1.556, -1.275, -1.220], [-2.066, -1.144, -3.825], [-1.641, 0.277, -4.166], [-1.341, -2.169, -4.711], [-0.643, -1.952, 1.786], [-0.459, -3.002, 2.596], [0.808, -3.515, 2.416], [1.407, -2.728, 1.442], [0.518, -1.770, 1.056], [2.757, -2.987, 0.853], [3.751, -3.459, 1.918], [2.600, -4.050, -0.248], [-2.784, 5.166, -0.495], [-3.267, 3.662, -1.266], [-1.561, 4.123, -1.179], [-3.345, 3.765, 1.234], [-0.322, 3.906, 1.184], [-1.295, 3.527, 2.605], [-1.489, 5.063, 1.779], [-4.794, 2.056, 1.055], [-4.524, -0.621, 1.532], [-2.852, -2.335, 1.807], [-3.451, -3.733, -0.237], [-3.617, -3.203, -2.912], [-3.120, -1.200, -4.112], [-0.566, 0.436, -4.099], [-2.166, 1.019, -3.563], [-1.912, 0.461, -5.205], [-0.281, -2.251, -4.481], [-1.425, -1.858, -5.753], [-1.779, -3.162, -4.626], [-1.268, -3.354, 3.217], [1.238, -4.366, 2.918], [3.152, -2.082, 0.423], [3.481, -4.435, 2.320], [3.831, -2.753, 2.747], [4.738, -3.563, 1.467], [2.284, -4.998, 0.191], [3.557, -4.215, -0.742], [1.857, -3.768, -0.998]],
  "forces_ev_per_angstrom": [[0.13, -0.03, 0.48], [-0.01, -0.06, -0.01], [-0.01, 0.05, 0.06], [0.06, 0.03, -0.03], [-0.08, -0.01, 0.00], [-0.04, 0.03, 0.12], [0.00, 0.23, -0.35], [0.11, -0.24, 0.13], [0.01, -0.11, -0.01], [0.10, -0.04, 0.07], [0.03, -0.01, 0.06], [0.05, 0.11, 0.06], [-0.11, -0.07, -0.08], [-0.09, -0.14, -0.09], [0.12, 0.10, 0.13], [-0.01, 0.18, 0.00], [0.15, 0.03, -0.01], [0.05, -0.01, -0.11], [-0.15, 0.04, 0.09], [-0.06, -0.08, 0.02], [0.15, -0.10, -0.20], [0.08, 0.04, 0.02], [-0.08, 0.15, 0.19], [0.01, 0.01, -0.01], [-0.01, 0.00, -0.02], [-0.01, -0.02, 0.01], [0.00, 0.00, -0.01], [0.00, 0.01, 0.00], [0.00, -0.01, -0.01], [0.00, -0.01, 0.01], [0.00, 0.00, 0.00], [-0.01, -0.01, 0.00], [0.02, -0.03, 0.05], [0.00, 0.05, 0.04], [-0.02, 0.03, -0.02], [0.00, -0.03, -0.01], [0.00, -0.01, 0.00], [0.03, 0.02, 0.00], [-0.03, -0.05, -0.03], [-0.01, -0.04, 0.09], [0.02, 0.01, -0.01], [-0.03, -0.01, 0.00], [0.06, 0.00, -0.06], [-0.03, -0.01, 0.01], [-0.15, 0.08, 0.01], [0.05, 0.02, 0.03], [0.01, -0.07, -0.01], [0.01, 0.07, -0.11], [0.02, 0.00, 0.14], [-0.01, -0.06, 0.05], [0.02, -0.03, 0.05], [0.05, 0.01, 0.01], [0.00, -0.05, 0.02], [-0.05, -0.16, -0.16], [-0.02, 0.05, 0.01], [-0.01, 0.09, 0.06], [-0.08, -0.07, -0.03], [-0.05, 0.02, -0.08], [-0.27, -0.22, -0.09], [-0.07, 0.08, 0.02], [0.04, 0.02, 0.07], [0.07, -0.02, 0.03], [-0.13, 0.28, -0.33], [0.02, -0.21, 0.14], [0.03, -0.02, -0.03], [-0.02, -0.01, -0.02], [0.00, 0.00, -0.02], [-0.01, 0.01, 0.00], [-0.02, -0.02, 0.02], [-0.01, -0.01, 0.00], [0.06, -0.03, -0.07], [0.00, 0.01, -0.01], [0.01, 0.00, 0.00], [0.01, 0.00, 0.01], [0.00, 0.01, -0.02], [0.01, 0.02, 0.02], [0.00, 0.00, 0.00], [0.00, 0.01, 0.00], [0.02, 0.03, -0.08], [-0.01, -0.04, -0.02], [0.00, -0.07, -0.04], [0.00, 0.02, -0.01], [0.03, 0.02, 0.02], [-0.01, -0.03, -0.01], [0.00, 0.01, 0.03], [0.00, 0.00, -0.01], [-0.01, 0.03, -0.02], [0.04, 0.21, -0.17], [-0.01, 0.02, 0.01], [-0.02, 0.00, -0.01], [-0.01, -0.01, 0.02], [0.00, 0.00, -0.02], [-0.01, 0.01, -0.01], [0.06, 0.01, 0.05]],
  "lowdin_charge": [1.29, 0.01, -0.26, 0.01, 0.01, -0.11, -0.46, 0.00, 1.67, -0.43, -0.08, 0.02, 0.02, -0.29, -0.04, -0.06, -0.44, -0.10, 0.02, 0.02, -0.28, -0.03, 0.00, 0.04, 0.11, 0.12, 0.14, 0.14, 0.11, 0.12, 0.14, 0.14, 0.11, 0.08, 0.04, 0.10, 0.14, 0.14, 0.10, 0.08, 0.06, -0.03, -0.33, -0.02, -0.20, 0.05, 0.00, -0.03, -0.02, -0.54, -0.04, -0.02, 0.01, -0.22, 0.09, -0.34, -0.06, -0.03, -0.02, 0.01, 0.06, -0.19, -0.01, -0.35, -0.03, -0.01, 0.10, 0.10, 0.05, 0.14, 0.04, 0.08, 0.11, 0.14, 0.16, 0.14, 0.14, 0.13, 0.14, 0.06, 0.08, 0.10, 0.06, 0.10, 0.09, 0.15, 0.14, 0.09, 0.09, 0.08, 0.10, 0.10, 0.10, 0.07]
}